Record 1
# C24H24F5N3O3

A cluster of 2 separate species, C24H24F5N3O3 in total at a distorted geometry (the ωB97M-V functional and the def2-TZVPD basis, the OMol25 dataset).

Output
multiplicity = 1
gap between HOMO and LUMO = 6.25 eV
total charge = 0
HOMO level = -7.367 eV

XYZ file:
```
59
Properties=species:S:1:pos:R:3:mulliken_charge:R:1
C -0.23111 3.50716 -4.08211 -1.299
C -0.22263 2.73001 -2.79698 -0.160
N -1.54154 2.18913 -2.67889 0.968
O -2.00481 1.78042 -1.57174 -0.656
O -2.20711 2.11737 -3.74736 -0.647
H 0.60459 4.21918 -4.11342 0.363
H -0.13862 2.83380 -4.96351 0.252
H -1.20393 4.06858 -4.17663 0.405
H 0.06725 3.29887 -1.88767 0.315
C 1.08797 -2.40173 3.91447 -0.996
N 0.45272 -1.96010 2.68987 0.289
C -0.76748 -2.43730 2.29167 0.139
O -1.39708 -3.33401 2.84579 -0.712
C -1.13823 -1.68705 0.99691 0.029
C -2.35443 -0.77885 1.17765 -0.767
C -3.55601 -1.55723 1.62300 -0.095
C -3.96788 -1.55723 2.95943 0.141
F -3.27634 -0.81133 3.86100 -0.363
C -5.00652 -2.36201 3.41464 0.328
F -5.32216 -2.39388 4.72724 -0.292
C -5.68535 -3.18281 2.51497 0.658
F -6.66721 -3.99940 2.94773 -0.289
C -5.32526 -3.17610 1.16625 0.120
F -5.96956 -3.97902 0.29443 -0.291
C -4.26993 -2.37127 0.74212 0.271
F -3.87758 -2.44738 -0.56120 -0.340
N 0.09448 -0.98486 0.68402 0.377
C 0.13599 -0.18273 -0.41498 0.207
C 1.20685 0.63777 -0.78906 0.361
C 1.27540 1.36915 -1.99134 -0.700
C 2.53937 1.97419 -2.40364 0.351
C 2.72437 2.32809 -3.76930 -0.483
C 3.90785 2.92344 -4.20723 -0.665
C 4.98130 3.09804 -3.32836 -0.431
C 4.87998 2.60975 -2.02562 -0.626
C 3.68075 2.06985 -1.55482 -0.399
C 1.13332 -1.09225 1.74311 0.233
C 1.41793 0.27235 2.37632 -1.533
C 2.42877 -1.76079 1.25939 -1.630
H 0.39205 -3.01758 4.48799 0.371
H 1.99046 -2.98988 3.69440 0.304
H 1.38976 -1.53663 4.52212 0.319
H -1.38466 -2.44130 0.22670 0.420
H -2.12933 -0.00645 1.92901 0.448
H -2.55251 -0.28865 0.21592 0.500
H -0.75203 -0.21939 -1.04710 0.609
H 2.12678 0.56410 -0.20213 -0.296
H 0.53307 1.07442 -2.79218 0.513
H 1.94733 2.08127 -4.48948 0.470
H 3.97679 3.29027 -5.22575 0.368
H 5.91275 3.56118 -3.67255 0.365
H 5.72759 2.68594 -1.35022 0.374
H 3.65531 1.67479 -0.54198 0.363
H 0.50685 0.62865 2.88153 0.341
H 2.22431 0.15059 3.10841 0.503
H 1.72285 1.00059 1.61932 0.430
H 2.24441 -2.83069 1.07809 0.395
H 2.79500 -1.28892 0.34288 0.315
H 3.18509 -1.66212 2.04886 0.454
```

---

Record 2
# C24H24FN5OS

An isolated molecule of C24H24FN5OS (the ωB97M-V functional and the def2-TZVPD basis, the OMol25 dataset).

Output
multiplicity = 1
gap between HOMO and LUMO = 8.77 eV
SMILES = Cc1ccc(NC(=O)CSc2nnc(Cc3cccn3C)n2-c2ccc(F)cc2)c(C)c1
total charge = 0
HOMO level = -8.146 eV

XYZ file:
```
56
Properties=species:S:1:pos:R:3:mulliken_charge:R:1
C -4.88667 -1.78110 -1.38022 -1.520
C -3.49546 -1.45039 -1.82853 0.778
C -3.16321 -0.17406 -2.25642 -1.055
C -1.88303 0.11746 -2.68892 -0.730
C -0.90367 -0.86762 -2.69836 0.398
N 0.41917 -0.60407 -3.09539 0.035
C 0.99679 0.59013 -3.35591 0.263
O 0.41783 1.65354 -3.45172 -0.656
C 2.51424 0.51082 -3.45635 -0.651
S 3.19538 1.18877 -1.89010 -0.171
C 2.17284 0.29402 -0.79492 0.446
N 1.98455 -0.99513 -0.80034 -0.723
N 1.05978 -1.27108 0.13225 -0.035
C 0.70073 -0.15759 0.71004 0.660
C -0.32423 -0.03144 1.78048 -1.420
C 0.26930 -0.22770 3.14215 0.266
C 0.50657 0.70133 4.12676 -0.450
C 1.08847 0.02158 5.21173 -0.995
C 1.18386 -1.29462 4.84925 -0.297
N 0.69049 -1.44354 3.59324 0.139
C 0.55848 -2.69471 2.89881 -0.721
N 1.38555 0.88792 0.15487 0.566
C 1.30473 2.26626 0.44690 -0.645
C 1.72885 2.72507 1.68753 -0.140
C 1.65495 4.07401 1.97839 -0.918
C 1.16550 4.93767 1.01392 0.332
F 1.09285 6.25216 1.29596 -0.342
C 0.75043 4.49407 -0.22944 -0.802
C 0.82013 3.14372 -0.51638 0.122
C -1.21701 -2.16823 -2.27785 1.332
C -0.18705 -3.25936 -2.26879 -1.883
C -2.50838 -2.42793 -1.85068 -0.888
H -5.40201 -0.89165 -1.02584 0.384
H -4.87252 -2.52306 -0.58476 0.369
H -5.45789 -2.19326 -2.21278 0.304
H -3.91026 0.60604 -2.25444 0.389
H -1.63974 1.11286 -3.01977 0.541
H 1.03976 -1.39176 -2.96271 0.310
H 2.89708 -0.49806 -3.59651 0.338
H 2.88218 1.18165 -4.23039 0.447
H -1.09601 -0.78128 1.58901 0.304
H -0.77072 0.96320 1.73140 0.371
H 0.26921 1.74649 4.07932 0.609
H 1.39698 0.45184 6.14354 0.432
H 1.56965 -2.13359 5.39443 0.406
H 1.19898 -3.43529 3.37458 0.311
H 0.84737 -2.58268 1.85250 0.293
H -0.47571 -3.04952 2.93882 0.254
H 2.11275 2.02682 2.41539 0.754
H 1.97571 4.45790 2.93347 0.452
H 0.38054 5.19769 -0.95737 0.481
H 0.50451 2.77882 -1.48254 0.445
H -0.63836 -4.19353 -1.94547 0.397
H 0.23195 -3.41490 -3.26370 0.380
H 0.61893 -3.01671 -1.57632 0.392
H -2.75514 -3.42794 -1.52182 0.343
```

---

Record 3
# C24H24FN7O

An isolated molecule of C24H24FN7O (the ωB97M-V functional and the def2-TZVPD basis, the OMol25 dataset).

Output
multiplicity = 1
gap between HOMO and LUMO = 8.88 eV
SMILES = Cc1cccc(-n2cc(CN3CCN(C(=O)c4ncn[nH]4)CC3)c(-c3cccc(F)c3)n2)c1
total charge = 0
HOMO level = -8.303 eV

XYZ file:
```
57
Properties=species:S:1:pos:R:3:mulliken_charge:R:1
C -4.89945 -4.70968 0.50470 -1.564
C -4.88269 -3.30158 -0.00724 0.445
C -5.94850 -2.81479 -0.75573 -0.575
C -5.94447 -1.51062 -1.21767 -0.669
C -4.88258 -0.67277 -0.93818 -0.770
C -3.81155 -1.14863 -0.18771 1.247
N -2.74760 -0.28236 0.08543 0.924
C -1.66064 -0.49228 0.86792 -0.295
C -0.90753 0.65778 0.84719 -0.250
C 0.41000 0.86815 1.51880 -0.813
N 1.17686 -0.36832 1.50724 0.104
C 1.65426 -0.74662 0.19159 -0.803
C 2.87229 0.07208 -0.27583 -0.598
N 3.91220 -0.00732 0.72325 0.041
C 5.12709 -0.56030 0.58265 1.034
O 5.92730 -0.66052 1.50874 -0.748
C 5.55277 -1.05045 -0.74575 0.093
N 4.94709 -1.13706 -1.91878 -0.455
C 5.88088 -1.67432 -2.72271 -0.238
N 7.02234 -1.92615 -2.12201 -0.913
N 6.80846 -1.53098 -0.87339 0.364
C 3.47817 0.42196 2.03714 -0.792
C 2.26244 -0.41637 2.46359 -0.899
C -1.63334 1.53752 0.00193 0.199
C -1.31306 2.89991 -0.40103 0.505
C -1.65702 3.33850 -1.67964 -0.723
C -1.35624 4.62302 -2.08922 -0.535
C -0.70643 5.49953 -1.23506 -0.544
C -0.38620 5.05784 0.03489 0.357
F 0.23463 5.90506 0.88709 -0.332
C -0.67802 3.78042 0.47103 -0.611
N -2.72919 0.93994 -0.44180 -1.199
C -3.81524 -2.46133 0.27195 -0.417
H -3.90794 -5.02499 0.81922 0.345
H -5.25998 -5.39248 -0.26170 0.381
H -5.57008 -4.78602 1.36079 0.305
H -6.78272 -3.46413 -0.97658 0.408
H -6.77599 -1.14280 -1.79973 0.379
H -4.85912 0.34673 -1.28614 0.410
H -1.46936 -1.40942 1.38240 0.515
H 0.24432 1.14120 2.56697 0.450
H 0.93289 1.70480 1.02977 0.265
H 0.84126 -0.63245 -0.52678 0.441
H 1.93612 -1.80325 0.23319 0.282
H 3.24065 -0.30872 -1.22698 0.595
H 2.58838 1.12401 -0.39738 0.147
H 5.70769 -1.87833 -3.75880 0.468
H 7.50632 -1.59327 -0.14627 0.279
H 4.30755 0.28414 2.73185 0.498
H 3.21255 1.48363 1.99535 0.254
H 1.90145 -0.07938 3.43692 0.445
H 2.57392 -1.46200 2.55419 0.418
H -2.16337 2.65249 -2.33979 0.468
H -1.62570 4.94966 -3.08218 0.380
H -0.45811 6.50540 -1.53371 0.452
H -0.44165 3.49815 1.48440 0.589
H -2.98610 -2.84226 0.84760 0.258
```

---

Record 4
# C24H24IN5O8S3Y

A structure of composition C24H24IN5O8S3Y at a distorted geometry (the ωB97M-V functional and the def2-TZVPD basis, the OMol25 dataset).

Output
multiplicity = 1
gap between HOMO and LUMO = 6.93 eV
total charge = -1
HOMO level = -4.979 eV

XYZ file:
```
66
Properties=species:S:1:pos:R:3:mulliken_charge:R:1
Y -0.59610 0.15773 -0.09885 1.104
C 2.59953 1.03966 -1.67545 -0.817
O 1.71649 1.57782 -0.69826 -0.209
C 1.42024 2.89706 -0.76919 0.830
C 2.00180 3.79712 -1.65266 -0.896
C 1.61958 5.13237 -1.62463 -0.616
C 0.66525 5.57843 -0.72624 -0.848
C 0.08328 4.68570 0.16002 -0.186
C 0.45544 3.34804 0.15257 0.375
N -0.12036 2.35780 0.96910 0.780
N -0.68859 2.81426 2.01062 -0.793
C -1.26261 1.95794 2.90079 -0.226
C -0.97668 0.56256 2.95792 1.103
O -0.23476 -0.04750 2.12365 -0.972
C -1.54477 -0.18389 4.05671 -0.613
C -2.35509 0.39129 4.97193 -0.951
C -2.65657 1.78579 4.92900 0.945
C -3.49422 2.37782 5.88952 -0.912
C -3.76976 3.72122 5.85410 -0.504
C -3.20570 4.50879 4.84166 -0.757
C -2.39230 3.95148 3.88711 -0.352
C -2.09176 2.57440 3.90238 0.732
H 3.60253 1.45721 -1.54593 0.402
H 2.22545 1.24600 -2.68076 0.150
H 2.60040 -0.03196 -1.49860 0.179
H 2.74554 3.46403 -2.36273 0.403
H 2.07279 5.82544 -2.32227 0.390
H 0.36254 6.61672 -0.72292 0.385
H -0.67516 5.00293 0.85979 0.381
H -1.31225 -1.24134 4.08027 0.468
H -2.79710 -0.20403 5.76354 0.348
H -3.92024 1.74807 6.66181 0.370
H -4.41716 4.16984 6.59634 0.375
H -3.41917 5.56980 4.80663 0.394
H -1.97033 4.56396 3.10482 0.393
O 1.19337 -2.72764 -2.18474 -0.715
S 0.43851 -2.36344 -1.00550 1.241
O 0.23855 -3.46655 -0.05913 -0.877
O 1.09223 -1.19623 -0.29260 -0.620
O -0.91803 -1.78739 -1.35656 -0.715
I -6.02204 -2.67169 2.73791 0.051
C -4.16141 -2.35485 1.90736 -0.973
C -3.12948 -3.26406 1.80379 -0.188
N -2.10369 -2.62279 1.23401 -0.051
N -2.41647 -1.35331 0.95484 0.412
C -3.65866 -1.16298 1.37416 -0.331
H -3.06162 -4.29738 2.09476 0.476
H -1.17509 -3.01347 0.90043 0.197
H -4.11947 -0.19422 1.28182 0.555
O -0.27846 0.74160 -2.34565 -0.049
S -1.34954 0.29456 -3.31516 0.405
C -1.18178 1.49115 -4.67221 -0.812
C -0.05661 0.97130 -5.55596 -0.378
C -0.32477 -0.52363 -5.69438 -0.746
C -0.56972 -1.03955 -4.27958 -0.498
H -1.02415 2.45671 -4.19809 0.346
H -2.13871 1.51585 -5.19771 0.443
H 0.90121 1.13231 -5.05558 0.065
H -0.02627 1.48532 -6.51861 0.426
H 0.50132 -1.05961 -6.16461 0.366
H -1.21241 -0.67478 -6.31605 0.320
H 0.34718 -1.26175 -3.74034 0.066
H -1.19987 -1.92298 -4.21239 0.534
O -2.92035 2.63881 -2.43047 -0.569
S -3.27355 2.38153 -1.01303 0.016
N -2.53709 1.37121 -0.24353 -0.252
```

---

Taking the records one at a time from the top gives E_tot values of -1818.0311 -1776.0633 -1487.3783 -3335.5396 hartree.